a) Density functional theory data (the ωB97M-V functional and the def2-TZVPD basis) for a cluster of 2 separate species, C6H15N2 in total.

The calculation puts the HOMO energy (spin up / spin down) at -3.175 / -9.048 eV. Its spin multiplicity is 2. The frontier orbital gap (spin up / spin down) is 3.887 / 9.705 eV.

```
23
C6H15N2 the ωB97M-V functional and the def2-TZVPD basis
C -1.3085 0.5169 -0.0336
C -2.4072 0.7618 -0.8128
N -3.2489 -0.1669 -1.3592
N -0.6058 1.6938 0.5263
H -0.8949 -0.4477 0.2139
H -2.6826 1.7816 -1.0558
H -3.8031 0.1262 -2.1660
H -2.8863 -1.1148 -1.4382
H 0.3732 1.6422 0.2613
H -0.6603 1.7736 1.5685
H -0.9950 2.5339 0.1472
C 2.4821 0.8415 0.9062
C 1.5805 -0.4279 1.0888
C 1.4749 -1.2391 -0.1989
C 1.9279 -2.5143 -0.2693
H 2.0213 1.4271 0.0856
H 2.5971 1.3388 1.8705
H 3.4813 0.5212 0.5616
H 0.5811 -0.1451 1.4663
H 1.9948 -1.0661 1.8929
H 1.2060 -0.7144 -1.1338
H 1.9128 -3.0171 -1.2221
H 2.2388 -2.9615 0.6963
```


b) Density functional theory data (the ωB97M-V functional and the def2-TZVPD basis) for a cluster of 2 separate species, C6H15N2 in total.

The calculation puts the HOMO energy (spin up / spin down) at -2.833 / -6.826 eV. Its spin multiplicity is 2. The frontier orbital gap (spin up / spin down) is 3.446 / 7.313 eV.

```
23
C6H15N2 the ωB97M-V functional and the def2-TZVPD basis
C -0.5147 2.1015 -0.1736
C 0.5522 2.8512 -0.6130
N 0.4055 3.6512 -1.7678
N -0.3205 1.1819 0.9541
H -1.3273 1.7802 -0.8248
H 1.5115 2.8991 -0.1164
H 1.2757 3.9370 -2.1562
H -0.1632 3.2235 -2.4947
H -0.0507 0.2396 0.6463
H -1.1788 1.0793 1.5131
H 0.4001 1.5394 1.5939
C -0.5275 -2.4743 2.1490
C 0.1792 -2.0649 0.8919
C -0.3484 -1.7739 -0.3050
C 0.4468 -1.6170 -1.5678
H -1.6059 -2.5560 2.0177
H -0.1440 -3.4189 2.5296
H -0.3572 -1.7247 2.9294
H 1.2681 -2.1278 0.9180
H -1.4248 -1.8874 -0.4151
H 1.5182 -1.6146 -1.3689
H 0.2380 -2.4880 -2.1980
H 0.1678 -0.7363 -2.1417
```


Which of them is most stable? Easy: b).